Record 1
The following is a quantum chemistry calculation of a cluster of 2 separate species, C5H14 in total at a distorted geometry, from OMol25.

## Properties
LUMO   0.0395 Eh
Energy above the lowest of the compared OMol25 structures with the same formula, charge and spin   0.282 eV
Molecular weight   74.17 g/mol
SMILES   CCC.CC
Spin multiplicity   1
Calculated total energy   -5411.76778 eV
Gap between HOMO and LUMO   12.495 eV

Each line ends with the natural charge from an NBO analysis.
Atoms and positions in Å:
C -1.27 1.66 1.33  -0.616
C -0.02 1.66 0.41  -0.397
C 1.23 2.13 1.18  -0.601
H -1.59 0.66 1.63  0.205
H -2.12 2.15 0.87  0.207
H -1.07 2.13 2.30  0.201
H 0.14 0.63 0.08  0.193
H -0.29 2.25 -0.47  0.198
H 1.10 3.17 1.49  0.203
H 1.30 1.48 2.06  0.201
H 2.10 1.97 0.56  0.206
C -0.35 -2.93 -0.86  -0.609
C 0.40 -2.34 -2.05  -0.609
H -1.04 -3.71 -1.17  0.204
H 0.35 -3.35 -0.14  0.203
H -0.93 -2.17 -0.33  0.203
H -0.19 -2.36 -2.96  0.203
H 1.35 -2.83 -2.24  0.204
H 0.64 -1.29 -1.88  0.202


Record 2
The following is a quantum chemistry calculation of a cluster of 6 separate species, CH12O7 in total at a distorted geometry, from OMol25.

## Properties
LUMO   0.0108 Eh
Energy above the lowest of the compared OMol25 structures with the same formula, charge and spin   0.984 eV
Molecular weight   136.10 g/mol
SMILES   O=CO.O.O.O.O.O
Spin multiplicity   1
Calculated total energy   -15563.78322 eV
Gap between HOMO and LUMO   11.061 eV

Each line ends with the natural charge from an NBO analysis.
Atoms and positions in Å:
O 1.78 1.39 -1.91  -0.513
C 2.10 0.33 -1.57  0.646
O 2.88 0.02 -0.49  -0.736
H 1.96 -0.59 -2.03  0.099
H 3.47 0.74 -0.18  0.502
O -2.41 -1.26 -1.62  -0.976
H -3.22 -1.44 -2.14  0.485
H -2.57 -0.52 -0.98  0.492
O -0.13 -1.86 0.39  -0.968
H 0.78 -1.52 0.35  0.479
H -0.51 -1.64 -0.46  0.490
O 0.25 2.34 0.13  -0.963
H -0.12 1.98 1.02  0.491
H -0.41 2.84 -0.23  0.458
O -2.59 -1.33 1.71  -0.943
H -2.15 -2.11 1.49  0.481
H -3.49 -1.57 1.56  0.462
O -0.40 0.84 2.59  -0.970
H -1.23 0.51 2.97  0.491
H -0.21 0.19 1.81  0.491